Density functional theory data (ωB97M-V/def2-TZVPD) for 12 unconnected molecules or ions with the total composition C32H58O51S13 in a non-equilibrium geometry.

Summary:
- structure (SMILES) = C[C@@H](COC(=O)CS[C@@H]1COC(=O)O1)OC(=O)CS.O=S1(=O)OCCO1.O=S1(=O)OCCO1.O=S1(=O)OCCO1.O=S1(=O)OCCO1.O=S1(=O)OCCO1.O=S1(=O)OCCO1.O=S1(=O)OCCO1.O=S1(=O)OCCO1.O=S1(=O)OCCO1.O=S1(=O)OCCO1.O=S1(=O)OCCO1
- orbital gap (eV) = 8.426

ORCA input file:
```
! wB97M-V def2-TZVPD RIJCOSX def2/J DEFGRID3
* xyz 0 1
C 1.71743 -1.46159 1.12442
C 0.74127 -0.74591 0.03518
C -0.11712 -1.87782 -0.67993
O -0.62174 -2.90869 0.21464
C -0.45574 -4.19843 -0.33485
O 0.27073 -4.98635 0.29245
C -1.12675 -4.73668 -1.67205
S -2.50611 -3.69453 -2.33509
C -2.16793 -3.13757 -4.06081
C -0.87970 -3.65892 -4.83790
O -0.66902 -2.55218 -5.78771
C -0.70528 -1.42979 -4.90875
O 0.05901 -0.47472 -4.84561
O -1.83645 -1.70068 -4.06189
O -0.02838 0.23984 0.77649
C -0.98475 0.91288 -0.02893
O -0.73409 1.59610 -1.02519
C -2.52551 0.70596 0.38902
S -2.81920 -0.82599 1.39311
H 1.87652 -2.56100 0.90216
H 2.70081 -0.87313 1.19017
H 1.21642 -1.29679 2.14576
H 1.45114 -0.27978 -0.74121
H 0.59805 -2.39920 -1.42075
H -0.99170 -1.50304 -1.30329
H -1.55395 -5.77544 -1.43215
H -0.33253 -4.93222 -2.47855
H -3.05941 -3.35435 -4.76829
H -0.89243 -4.68746 -5.33394
H -0.03344 -3.45358 -4.09034
H -2.82258 1.59232 1.05738
H -3.14688 0.69949 -0.59155
H -3.80129 -1.51990 0.68595
O 3.29047 3.05416 -1.14341
S 3.37054 3.83545 -2.33668
O 4.54184 4.56290 -2.70897
O 2.10476 4.84343 -2.36845
C 1.33573 4.61034 -3.54904
C 1.55591 3.14538 -3.88773
O 2.92960 2.89924 -3.58472
H 1.71895 5.26135 -4.33998
H 0.28481 4.83843 -3.37030
H 1.34634 2.92601 -4.93425
H 0.94629 2.49768 -3.25082
O -4.37234 -4.24175 -6.91546
S -5.38281 -3.34574 -7.38386
O -6.77663 -3.62143 -7.26790
O -5.05422 -2.97591 -8.92699
C -4.89382 -1.56272 -9.05780
C -4.38872 -1.08990 -7.70461
O -5.09544 -1.88198 -6.74999
H -5.87066 -1.12888 -9.28884
H -4.19555 -1.33148 -9.86250
H -4.57493 -0.02923 -7.53801
H -3.32001 -1.29373 -7.58841
O -3.06927 -1.50106 6.65621
S -2.86895 -0.43655 5.71769
O -3.86557 -0.03311 4.77723
O -1.48920 -0.72073 4.92042
C -0.58996 0.37362 5.10777
C -0.95016 0.95841 6.46266
O -2.37508 0.87338 6.53519
H -0.76200 1.09696 4.30586
H 0.44372 0.02949 5.06849
H -0.61977 1.99117 6.57170
H -0.53388 0.35656 7.27533
O -5.13518 0.55079 -1.32672
S -6.16754 1.42954 -1.78053
O -7.55422 1.12141 -1.65607
O -5.85776 1.81715 -3.32222
C -5.72795 3.23633 -3.44303
C -5.22412 3.70871 -2.09094
O -5.90764 2.89374 -1.13694
H -6.71388 3.65110 -3.66281
H -5.04091 3.48837 -4.24964
H -5.43144 4.76386 -1.91568
H -4.15051 3.52647 -1.98344
O 3.78308 -2.07625 2.97345
S 5.04144 -1.57807 3.43557
O 5.15533 -0.61894 4.48563
O 5.87142 -1.04730 2.15110
C 7.11461 -1.75138 2.05664
C 6.85442 -3.10831 2.68597
O 5.99262 -2.84313 3.79338
H 7.86599 -1.19095 2.61917
H 7.42773 -1.83116 1.01537
H 7.77081 -3.59551 3.01778
H 6.32157 -3.76866 1.99532
O 9.56052 0.76191 1.93888
S 9.62793 1.36997 0.64563
O 10.83287 1.42791 -0.11880
O 9.01330 2.86176 0.76305
C 7.90630 2.99741 -0.13326
C 7.32613 1.59631 -0.26535
O 8.45621 0.72913 -0.27849
H 8.28391 3.35999 -1.09319
H 7.18005 3.70739 0.26256
H 6.73497 1.47267 -1.17250
H 6.71342 1.33998 0.60425
O 10.57796 1.30302 3.36416
S 10.53450 2.52890 4.10058
O 9.81774 3.67612 3.64567
O 12.05853 2.97279 4.44618
C 12.21585 3.08446 5.86029
C 11.21588 2.10502 6.45494
O 10.06322 2.19946 5.61850
H 11.98062 4.11266 6.14943
H 13.24168 2.85302 6.14831
H 10.96241 2.34510 7.48729
H 11.58906 1.07805 6.40182
O -5.19417 5.25773 -5.79346
S -6.36781 5.97109 -5.39834
O -6.83255 6.00974 -4.04921
O -7.58839 5.50211 -6.35220
C -8.12525 6.63585 -7.03686
C -6.96558 7.60875 -7.16878
O -6.24471 7.49138 -5.94095
H -8.92655 7.05639 -6.42335
H -8.52836 6.34042 -8.00562
H -7.29844 8.63460 -7.32343
H -6.29591 7.31761 -7.98309
O -8.01568 -5.99411 7.74645
S -7.81552 -4.93464 6.80922
O -8.81290 -4.53539 5.87013
O -6.43513 -5.22133 6.01075
C -5.53739 -4.12433 6.19554
C -5.89896 -3.53567 7.54884
O -7.32311 -3.62174 7.62219
H -5.71043 -3.40228 5.39295
H -4.50318 -4.46643 6.15840
H -5.56955 -2.50263 7.65457
H -5.48196 -4.13509 8.36338
O -1.61981 -8.01622 -5.78184
S -0.36019 -7.51482 -5.33995
O -0.23457 -6.54776 -4.29840
O 0.45754 -6.98818 -6.63509
C 1.69844 -7.68908 -6.73659
C 1.44527 -9.04461 -6.09837
O 0.59346 -8.77414 -4.98409
H 2.45420 -7.12609 -6.18206
H 2.00372 -7.77433 -7.77960
H 2.36499 -9.52875 -5.77141
H 0.90796 -9.70904 -6.78108
O 1.06441 2.99339 8.89340
S 0.49903 4.04776 9.67477
O 1.27544 4.86616 10.54671
O -0.75268 3.44380 10.50800
C -1.94264 4.15969 10.17350
C -1.73012 4.64680 8.74996
O -0.35080 5.01254 8.68708
H -2.04202 4.99865 10.86770
H -2.81478 3.51151 10.26180
H -2.36538 5.49649 8.50155
H -1.90025 3.84274 8.02778
*
```

Density functional theory data (ωB97M-V/def2-TZVPD) for a molecular structure, C34H58N2NdO4Si in a non-equilibrium geometry.

Summary:
- ΔE to the lowest compared entry with this formula, charge and spin (kcal/mol) = 10.4
- orbital gap (alpha / beta) (eV) = 8.099 / 8.254

ORCA input file:
```
! wB97M-V def2-TZVPD RIJCOSX def2/J DEFGRID3
* xyz 1 4
O -3.75567 -0.44036 -2.43425
O -4.20887 -2.58004 -1.29279
C -4.05193 0.95550 -2.33655
C -3.12262 1.90450 -3.05197
H -4.09630 1.20548 -1.26159
H -5.08111 1.02755 -2.72079
H -2.13956 1.95203 -2.57098
H -3.55036 2.90946 -2.98880
H -3.00938 1.64156 -4.10638
C -2.48673 -0.89164 -2.97068
C -2.69924 -1.58514 -4.28377
H -2.07970 -1.60607 -2.23798
H -1.76817 -0.05707 -3.04340
H -3.30354 -2.48433 -4.14276
H -1.73303 -1.87532 -4.70852
H -3.20202 -0.91839 -4.98530
C -3.82251 -3.93860 -1.02396
C -5.61613 -2.41116 -1.61505
C -2.79407 -4.40900 -2.02128
H -4.71481 -4.59130 -1.04189
H -3.39432 -3.95122 -0.01116
H -3.19146 -4.38530 -3.04179
H -2.52458 -5.44164 -1.78053
H -1.87051 -3.81976 -1.98712
C -5.92633 -2.96352 -2.97139
H -5.80084 -1.33141 -1.59006
H -6.23091 -2.87667 -0.82681
H -5.32778 -2.45217 -3.73383
H -6.98276 -2.79478 -3.19023
H -5.73256 -4.04222 -3.00665
H -3.36332 -1.28083 -0.78190
N 1.32683 0.37370 -0.17974
C 2.54410 0.31186 0.39838
C 2.89228 -0.59511 1.41426
C 2.16492 -1.71822 1.84350
C 3.63995 1.21124 -0.10131
H 3.26769 2.21408 -0.34358
H 4.12179 0.78469 -0.99405
H 4.40161 1.30354 0.68129
C 2.90812 -2.86681 2.46121
H 2.82937 -3.77435 1.84633
H 2.54854 -3.09484 3.47450
H 3.96960 -2.60116 2.52484
N 0.82622 -1.76947 1.75532
C 1.20563 0.87198 -1.51284
C 0.64863 2.14721 -1.74439
C 0.19914 3.04000 -0.62515
C 0.55327 2.60703 -3.05876
H 0.14913 3.60624 -3.23133
C 0.98434 1.82487 -4.12955
H 0.89124 2.19516 -5.15266
C 1.54691 0.57106 -3.88843
H 1.90697 -0.04965 -4.71132
C 1.67767 0.08911 -2.58931
C 2.38407 -1.20613 -2.34293
C 0.08229 -2.96387 2.02136
C -0.57680 -3.08946 3.26173
C -0.28509 -2.11600 4.36529
C -1.50243 -4.12094 3.41573
H -2.07042 -4.17910 4.34735
C -1.69239 -5.06368 2.40256
H -2.40986 -5.87560 2.53841
C -0.93910 -4.99485 1.22704
H -1.04580 -5.75660 0.45361
C -0.04120 -3.95240 1.02104
C 0.72188 -3.85020 -0.26590
Nd -0.54686 0.09413 1.36310
H -0.89889 3.00759 -0.48617
H 0.43860 4.08579 -0.88299
H 0.68051 2.83106 0.34167
H 1.90308 -1.82456 -1.57592
H 3.43160 -1.05843 -2.03868
H 2.40042 -1.78324 -3.27520
H -0.73722 -2.48267 5.29866
H -0.69102 -1.10202 4.19049
H 0.79811 -2.00178 4.53500
H 1.77932 -3.59827 -0.11129
H 0.28830 -3.09693 -0.94596
H 0.68872 -4.81066 -0.80320
H 3.91046 -0.51898 1.79362
C -2.78563 -0.90105 0.23815
Si -4.10988 -0.98051 1.60070
H -1.95844 -1.63589 0.32435
H -2.49572 0.12539 -0.07106
C -5.58446 0.06496 1.11794
C -3.58063 -0.41898 3.31255
C -4.68120 -2.74018 1.96410
H -5.23875 -2.73113 2.91522
H -3.83451 -3.42920 2.09417
H -5.34843 -3.14828 1.19371
H -5.34999 1.12397 1.27448
H -6.43942 -0.18524 1.75895
H -5.90092 -0.05849 0.07888
H -3.17930 0.60475 3.35525
H -2.85334 -1.11066 3.76772
H -4.49047 -0.44475 3.94080
O 0.68865 1.95178 2.35077
C -0.07888 1.93469 3.37256
O -0.97884 1.02577 3.50678
H 0.02687 2.70554 4.15042
*
```

Density functional theory data (ωB97M-V/def2-TZVPD) for a molecular structure, C10H23EuN9O6 in a non-equilibrium geometry.

Summary:
- orbital gap (alpha / beta) (eV) = 6.845 / 5.835

ORCA input file:
```
! wB97M-V def2-TZVPD RIJCOSX def2/J DEFGRID3
* xyz 1 7
O 2.63096 0.89861 -1.76578
H 3.42348 0.89278 -2.31841
Eu 0.61376 0.17113 -0.93937
N 1.00254 2.31770 0.26611
N 1.80382 0.23035 1.37396
N -1.61449 -0.53292 -1.80519
N -0.76493 -2.07358 0.11298
O 0.60722 2.83487 -0.82665
O -2.26130 0.34868 -2.67833
O -0.45423 -2.83571 1.25719
O 2.18537 -0.95826 1.63642
C 2.78521 1.20410 1.27995
C 2.35271 2.34863 0.57827
C -2.43560 -1.51826 -1.43859
C -1.94519 -2.41344 -0.39464
C 3.26044 3.36973 -0.00188
H 3.47001 3.19596 -1.07679
H 4.21001 3.41856 0.56068
H 2.76269 4.34579 0.06459
C 4.15664 0.96467 1.79337
H 4.60372 0.07087 1.32144
H 4.12156 0.75963 2.88051
H 4.81337 1.83383 1.62751
C -3.79504 -1.72919 -2.02484
C -2.79545 -3.57036 0.06197
H -3.93539 -1.11925 -2.91688
H -4.57125 -1.41960 -1.31444
H -4.00188 -2.78153 -2.27176
H -2.42283 -3.95589 1.00723
H -2.79530 -4.39702 -0.65681
H -3.84030 -3.27203 0.18836
H -1.54694 1.02835 -2.92433
H 0.36693 -2.41226 1.59536
C 1.84325 -1.89990 -2.01511
H 2.48164 -1.24829 -2.61507
H 1.13588 -2.48998 -2.62267
H 2.43036 -2.45011 -1.25849
O 0.68768 1.42009 -3.57705
H 1.50757 1.43745 -2.98329
H 0.83644 0.69758 -4.24870
N -2.36563 0.71873 4.69322
N -2.29087 0.83671 3.34425
N -2.99133 1.78589 2.70827
C -2.45214 1.66467 1.46638
N -1.48956 0.74474 1.38668
N -1.37543 0.20521 2.64249
H -2.01582 -0.15140 5.06005
H -3.15873 1.17578 5.11769
H -2.77360 2.30788 0.65009
*
```

Density functional theory data (ωB97M-V/def2-TZVPD) for a molecular structure, C26H23N3O3Rh.

Summary:
- orbital gap (alpha / beta) (eV) = 6.327 / 6.880

ORCA input file:
```
! wB97M-V def2-TZVPD RIJCOSX def2/J DEFGRID3
* xyz 1 5
Rh 0.80300 0.67202 -0.60974
O -0.79615 -0.36583 0.80686
C -1.35597 -1.63589 1.00029
C 0.62177 -3.08187 -0.71091
O 0.30469 -4.17309 -0.50394
O 0.94381 -1.97496 -0.92115
C -2.22247 -2.10819 -0.02996
C -2.59033 -3.46986 -0.13579
C -3.42888 -3.89967 -1.14474
C -3.92148 -3.00457 -2.08923
C -3.54132 -1.66835 -2.02830
C -2.70056 -1.22488 -1.02510
C -0.90667 -2.31373 2.20606
C -1.71655 -3.22212 2.90275
C -1.25698 -3.83764 4.05578
C 0.01260 -3.56375 4.54383
C 0.82220 -2.65132 3.87699
C 0.36623 -2.02617 2.72960
H -1.44012 0.31730 1.03772
H -2.17271 -4.19040 0.55255
H -3.69138 -4.94834 -1.20917
H -4.58175 -3.34800 -2.87468
H -3.90482 -0.97057 -2.77216
H -2.40468 -0.18534 -1.00254
H -2.72319 -3.41776 2.55927
H -1.90167 -4.52818 4.58539
H 0.36603 -4.04923 5.44449
H 1.81378 -2.43012 4.25278
H 1.00138 -1.31883 2.21163
C 2.45303 3.70304 -1.09218
C 2.99170 2.56797 -1.87310
C 4.11673 2.63243 -2.77100
C 4.26423 1.38893 -3.28037
C 3.22879 0.58026 -2.68554
C 3.00198 -0.85597 -2.95859
N 2.46838 1.31436 -1.83259
H 3.05139 4.59836 -1.24978
H 2.44426 3.46800 -0.02537
H 1.42660 3.91665 -1.39615
H 4.70002 3.51798 -2.97594
H 4.99681 1.03783 -3.99235
H 3.65475 -1.20111 -3.75715
H 1.96397 -1.03679 -3.24018
H 3.20393 -1.44874 -2.06383
N -2.54891 6.19900 -1.22216
C -1.93915 5.46310 -0.58400
C -1.16278 4.53900 0.20236
C -0.59927 4.91794 1.41472
C 0.12783 3.98235 2.12613
C 0.28078 2.71447 1.59626
N -0.23439 2.35007 0.41276
C -0.95662 3.24663 -0.25997
H -0.74266 5.92414 1.78647
H 0.57208 4.22939 3.08098
H 0.82296 1.94504 2.13310
H -1.38425 2.92504 -1.20110
*
```